# C2H4ClPS2

2 unconnected molecules or ions with the total composition C2H4ClPS2 in a non-equilibrium geometry (ωB97M-V/def2-TZVPD, OMol25).

Geometry as XYZ:
```
10
Properties=species:S:1:pos:R:3:forces:R:3
C 2.17490 0.40931 0.52890 3.104 0.397 2.238
C 1.16205 0.01089 -0.19806 -1.259 0.932 -0.895
P -2.72226 0.30894 0.62179 0.148 0.225 -0.795
S -2.25992 -2.76722 -0.21226 -0.046 -0.227 0.144
S -2.57719 -1.00701 -0.94192 0.043 0.401 0.206
Cl -2.66283 2.02243 -0.57363 -0.102 -0.403 0.448
H 2.16848 1.39269 1.16973 0.181 -1.712 -1.898
H 3.14947 -0.22674 0.61872 -2.048 0.970 0.373
H 1.05576 -1.05601 -0.53574 0.054 1.551 -0.233
H 0.51154 0.91272 -0.47754 -0.074 -2.135 0.411
```
Positions in Å, forces in eV/Å.

Summary:
- LUMO level (spin up / spin down) (eV) = -1.84 / -2.09
- gap between HOMO and LUMO (spin up / spin down) (Eh) = 0.267 / 0.244

***

# C32H84N4O12

9 unconnected molecules or ions with the total composition C32H84N4O12 in a non-equilibrium geometry (ωB97M-V/def2-TZVPD, OMol25).

Geometry as XYZ:
```
132
Properties=species:S:1:pos:R:3:forces:R:3
C 3.76691 6.00742 2.72763 -0.112 0.417 0.580
O 3.13455 4.78744 3.05659 1.943 0.280 -0.183
C 4.04427 3.71781 2.77090 -1.375 -0.093 0.074
C 3.47205 2.49314 3.43212 -0.244 -0.686 -0.074
N 2.05977 2.13625 3.22156 1.136 -0.057 0.565
C 1.73423 1.44845 1.99217 -0.745 0.636 -0.324
C 1.80035 2.37372 0.77466 0.950 0.532 0.401
O 1.48217 3.70621 1.16170 -0.771 0.227 -1.253
C 1.78074 4.64964 0.12181 0.490 -1.153 0.280
H 3.20559 6.80767 3.20993 -0.120 0.036 -0.211
H 3.87907 6.21319 1.66312 -0.413 -0.224 -0.348
H 4.78540 6.06924 3.11097 0.217 -0.164 0.339
H 5.03842 3.79430 3.21128 0.180 0.748 0.299
H 4.22538 3.65692 1.69778 -0.288 -0.211 -0.289
H 3.60415 2.64602 4.50323 -0.245 0.167 0.125
H 4.12563 1.64746 3.21819 0.403 -0.335 -0.374
H 1.93547 1.41652 3.91916 -0.526 0.161 0.422
H 0.70627 1.10872 2.11862 -0.098 -0.113 -0.022
H 2.34486 0.55753 1.84558 0.255 -0.195 -0.412
H 1.21862 2.00938 -0.07206 -0.364 -0.003 -0.010
H 2.83331 2.39874 0.42758 0.401 -0.138 -0.266
H 1.52496 5.65891 0.44438 0.075 -0.225 0.096
H 1.35481 4.42784 -0.85670 -0.946 -0.122 0.076
H 2.82962 4.53810 -0.15298 0.612 0.475 0.423
C -3.84051 -6.63682 -1.52434 0.012 -1.459 -0.670
O -3.11379 -5.52026 -1.17083 0.828 1.657 1.295
C -1.75852 -5.76140 -0.73365 0.485 -0.326 -0.943
C -0.96679 -4.47701 -0.37220 -2.177 0.060 -0.409
N -1.30031 -3.37518 -1.28975 1.537 0.225 0.652
C -0.57809 -3.37869 -2.56839 -0.744 0.187 0.110
C -1.08292 -2.25961 -3.45960 -1.177 0.022 0.041
O -2.54061 -2.33029 -3.58840 1.154 -0.817 -0.656
C -3.07666 -3.46549 -4.32796 -0.184 1.262 -0.009
H -4.82421 -6.42170 -1.94168 0.064 0.724 0.273
H -3.99366 -7.36521 -0.72803 0.086 0.084 0.428
H -3.33558 -7.17835 -2.32427 0.298 -0.242 -0.230
H -1.27468 -6.23926 -1.58549 0.249 -0.365 -0.050
H -1.67513 -6.41451 0.13503 -0.445 -0.346 0.001
H 0.10967 -4.62214 -0.28128 -0.023 -0.298 -0.464
H -1.28637 -4.25308 0.64556 -0.089 0.624 0.027
H -2.29712 -3.23683 -1.37534 0.029 -0.195 -0.298
H -0.70484 -4.32873 -3.08746 0.104 -0.247 -0.204
H 0.49048 -3.21568 -2.42808 0.127 -0.099 0.304
H -0.54680 -2.22689 -4.40806 -0.280 -0.555 -0.448
H -0.87155 -1.26806 -3.05926 -0.298 -0.133 0.471
H -2.84942 -4.46320 -3.95244 0.033 0.178 0.550
H -2.82017 -3.46816 -5.38736 0.512 0.313 -0.103
H -4.14495 -3.24931 -4.31700 -0.044 -0.458 0.235
C -9.87432 -1.52926 2.55445 0.575 0.676 -0.374
O -8.89085 -0.50707 2.76586 0.265 -0.482 1.481
C -8.63033 -0.36210 4.20188 0.966 0.641 -0.993
C -7.28322 0.38086 4.48422 0.177 -0.127 -0.970
N -6.08168 -0.29193 4.00634 0.216 -1.354 0.392
C -4.84510 0.45307 4.20309 0.433 -0.197 -0.704
C -3.55254 -0.36994 3.98529 -0.221 0.671 0.324
O -3.37926 -0.60894 2.60672 -1.372 -0.638 -0.219
C -2.27466 -1.42138 2.26680 0.212 0.993 0.463
H -10.81099 -1.24575 3.03443 -0.220 -0.046 -0.131
H -9.57182 -2.51145 2.91764 0.255 -0.011 0.289
H -9.96979 -1.61769 1.47224 -0.308 0.122 0.078
H -8.64538 -1.35594 4.64924 0.208 -0.030 0.156
H -9.41834 0.24838 4.64286 -0.220 -0.026 0.063
H -7.16582 0.57111 5.55105 -0.256 -0.151 0.117
H -7.22470 1.34439 3.97799 -1.023 0.599 0.106
H -6.18011 -0.45507 3.01448 -0.094 -0.200 -0.086
H -4.82821 0.95385 5.17109 -0.008 -0.286 0.188
H -4.78229 1.24181 3.45340 0.066 0.540 -0.101
H -3.53846 -1.25853 4.61640 -0.252 -0.494 -0.276
H -2.69388 0.21418 4.31635 0.159 0.393 0.262
H -2.22257 -2.30933 2.89682 0.039 -0.171 -0.056
H -1.41333 -0.77411 2.43188 0.649 -0.452 -0.038
H -2.30255 -1.67049 1.20601 -0.212 -0.058 0.159
C 3.49801 -1.07124 -0.80053 0.939 0.423 0.520
C 5.01696 -1.02005 -1.24990 -0.780 0.118 1.013
C 5.43960 -2.41332 -1.65920 -0.136 -0.156 -1.209
C 6.73980 -2.49018 -2.48904 -1.634 -0.022 0.129
C 6.61519 -1.49741 -3.68763 1.519 -0.234 0.824
C 6.13327 -0.06178 -3.31294 -0.560 0.756 -1.218
N 4.98409 -0.08742 -2.39436 -0.021 -1.386 -0.507
O 4.61063 1.21787 -1.99174 0.868 -0.144 0.242
C 7.31171 0.71505 -2.73566 0.849 0.740 -0.069
C 5.60514 0.67022 -4.63856 0.294 -0.110 0.248
C 5.89328 -0.61967 -0.04816 -0.522 1.814 0.694
H 3.30717 -1.72570 0.04999 0.167 -0.371 -0.160
H 2.83993 -1.31873 -1.63346 0.173 -0.231 -0.083
H 3.18407 -0.09507 -0.43090 0.085 0.173 -0.115
H 5.47637 -3.04829 -0.77402 -0.001 0.028 0.033
H 4.63266 -2.77162 -2.29838 -0.086 -0.392 -0.138
H 6.79179 -3.51742 -2.84984 0.128 -0.005 -0.285
H 7.59977 -2.40331 -1.82495 0.200 0.680 -0.272
H 6.19788 -1.95347 -4.58538 -1.043 0.050 0.403
H 7.64430 -1.40949 -4.03593 0.223 0.536 -0.068
H 7.75924 0.33866 -1.81580 -0.283 -0.482 -0.078
H 8.12666 0.74774 -3.45876 0.029 -0.080 -0.185
H 7.10154 1.76043 -2.50952 -0.485 -0.012 -0.115
H 6.30978 0.75129 -5.46622 0.651 -0.361 0.275
H 4.74698 0.18267 -5.10113 -0.137 -0.397 0.457
H 5.30049 1.70689 -4.49499 0.004 -0.043 0.617
H 6.97588 -0.51004 -0.11188 0.009 -0.747 -0.621
H 5.66130 -1.16448 0.86696 -0.070 -0.430 -0.215
H 5.61910 0.40546 0.20091 -0.229 0.273 0.107
H 3.68138 1.28082 -2.22442 -0.366 0.199 -0.213
C 0.62442 2.46414 -3.11409 -0.290 -0.631 -0.178
O 1.76509 1.64332 -2.89293 0.911 0.049 0.183
H 0.34822 2.92380 -2.16513 -0.159 -0.016 -0.223
H 0.80252 3.21392 -3.88493 0.331 0.123 0.108
H -0.19070 1.84581 -3.49007 -0.274 0.109 0.267
H 1.65800 0.73191 -3.17480 -0.393 0.179 -0.161
C -1.92913 4.22577 -0.68028 -0.752 0.958 0.152
O -1.92091 2.88928 -1.05965 1.095 -0.714 0.053
H -2.58072 4.74029 -1.38654 0.149 0.670 0.010
H -2.34515 4.37111 0.31666 -0.137 -0.019 0.187
H -0.94714 4.69678 -0.63626 0.140 -0.399 -0.385
H -2.83731 2.60380 -1.07716 -0.461 -0.478 -0.064
C -0.44633 -0.34893 -0.52524 0.558 0.727 -0.740
O 0.11381 -1.39968 0.17946 0.431 -0.328 1.437
H -1.43245 -0.62106 -0.90154 -0.105 0.242 -0.179
H -0.48832 0.59237 0.02275 -0.188 -0.232 0.392
H 0.26269 -0.17078 -1.33373 -0.356 0.535 -0.727
H -0.21169 -2.16683 -0.29711 -0.305 -0.703 -0.099
C -4.10216 0.70703 0.18346 -0.138 0.242 -1.401
O -4.33334 1.51954 -1.01697 -0.112 0.112 0.796
H -3.89248 1.40554 0.99353 0.075 -0.239 -0.170
H -4.97431 0.09492 0.41316 -0.073 0.147 0.070
H -3.26688 0.04275 -0.03827 0.091 0.138 0.488
H -4.32879 0.98417 -1.81381 0.001 -0.303 0.135
C -1.62362 2.56524 2.38692 0.169 0.408 -0.967
O -0.67343 3.00696 3.34600 -0.611 -0.654 -0.084
H -1.21823 2.49453 1.37759 0.600 0.465 0.075
H -2.01525 1.55500 2.50586 -0.335 -0.020 0.772
H -2.38250 3.34673 2.34839 -0.636 -0.416 -0.220
H -1.26175 3.21076 4.07673 0.483 0.193 0.517
```
Positions in Å, forces in eV/Å.

Summary:
- LUMO level (eV) = 0.50
- SMILES = CC1(C)CCCC(C)(C)N1O.COCCNCCOC.COCCNCCOC.COCCNCCOC.CO.CO.CO.CO.CO
- gap between HOMO and LUMO (Eh) = 0.312

***

# C7H8ClFN

2 unconnected molecules or ions with the total composition C7H8ClFN in a non-equilibrium geometry (ωB97M-V/def2-TZVPD, OMol25).

Geometry as XYZ:
```
18
Properties=species:S:1:pos:R:3:forces:R:3
C 2.17031 0.35852 1.41433 1.556 -0.035 0.462
C 1.04175 0.97608 2.05892 -0.742 0.382 -2.613
C 0.91566 -0.82164 -0.38999 1.117 -1.346 -0.188
C 2.09242 -0.41920 0.24877 1.249 1.953 2.272
C -0.03903 1.34731 -0.35754 -1.700 -1.290 3.370
C 0.11158 1.34578 1.15423 -2.008 0.921 0.724
C -1.50177 -0.71211 -0.31404 -1.919 -0.262 -1.101
N -0.18045 -0.15081 -0.42317 -0.706 3.331 -0.203
F 3.26153 -0.98449 -0.01596 -0.220 -0.626 -1.005
Cl -2.41334 1.68488 2.01774 3.001 -0.333 -0.971
H 3.23942 0.45197 1.93212 -2.511 -0.520 -1.170
H 0.98020 1.22630 3.08810 -0.019 -0.030 0.779
H 0.91311 -1.80319 -0.80754 -0.216 -0.892 0.004
H -0.85469 2.00382 -0.70497 -0.004 -1.015 0.097
H 0.84031 1.56800 -0.85065 2.081 0.791 -0.833
H -2.31349 0.10171 -0.55261 1.684 -1.846 -0.192
H -1.43460 -1.64914 -0.95220 -0.920 1.089 0.734
H -1.72349 -0.94206 0.73275 0.275 -0.270 -0.166
```
Positions in Å, forces in eV/Å.

Summary:
- LUMO level (spin up / spin down) (eV) = -6.30 / -6.35
- net charge = +1
- gap between HOMO and LUMO (spin up / spin down) (Eh) = 0.285 / 0.282

***

# C3H7N3O

C3H7N3O in the gas phase in a non-equilibrium geometry (ωB97M-V/def2-TZVPD, OMol25).

Geometry as XYZ:
```
14
Properties=species:S:1:pos:R:3:forces:R:3
C 1.99086 0.43715 -0.05019 -0.153 -1.917 -0.393
N -0.34166 0.03805 0.26635 1.199 2.255 -0.039
C -1.66138 -0.26579 -0.06953 -0.420 0.255 0.883
C 0.77585 -0.59969 -0.21043 2.344 1.220 -0.008
N -2.52053 0.72758 0.33569 -0.324 0.289 -0.088
N 0.80962 -1.76902 -0.63977 -0.311 -1.039 0.178
O -2.02894 -1.29232 -0.57366 0.104 0.069 -0.232
H 0.05247 1.01456 0.44208 -2.360 -1.508 -0.078
H -3.49458 0.47658 0.35533 0.056 -0.015 -0.073
H -2.23301 1.44913 0.97596 0.062 -0.166 -0.054
H 1.72464 -2.17038 -0.80000 0.178 0.505 -0.306
H 2.86607 -0.01357 -0.51691 0.045 0.048 0.050
H 1.84831 1.41176 -0.52260 -0.379 -0.142 0.032
H 2.21228 0.55595 1.00768 -0.043 0.145 0.127
```
Positions in Å, forces in eV/Å.

Summary:
- LUMO level (eV) = 0.61
- SMILES = [H]/N=C(\C)NC(N)=O
- gap between HOMO and LUMO (Eh) = 0.365

***

Results for energy above the lowest of the compared OMol25 structures with the same formula, charge and spin: 243.5, 317.4, 297.1, 62.5 (in kJ/mol, following the order of the records).
Results for DFT total energy: -1676.458766, -2391.176117, -885.886142, -358.026082 (in Ha, following the order of the records).